1.
Formula: C27H31AsF2NOSSi2V
Source: the OMol25 dataset
Level of theory: ωB97M-V/def2-TZVPD

XYZ file:
```
67
Properties=species:S:1:pos:R:3:forces:R:3:mulliken_charge:R:1
V 0.801 0.516 -0.355 1.618 -1.847 -1.969 -0.55
F 3.831 -2.254 3.119 -0.522 -0.352 -0.099 -0.32
C 3.711 -1.500 2.028 0.642 0.116 1.498 0.42
C 2.465 -1.093 1.585 -0.241 -1.791 1.232 -0.21
C 2.437 -0.266 0.525 -1.013 0.974 -1.389 0.36
C 3.592 0.204 -0.099 0.172 0.689 -0.458 -0.52
C 4.806 -0.167 0.448 0.564 0.625 0.497 0.72
F 5.938 0.444 0.036 -0.421 -0.534 -0.057 -0.32
C 4.890 -1.010 1.540 1.033 0.492 -1.174 -0.75
C 3.444 1.047 -1.300 0.163 -0.617 -1.130 1.17
C 4.440 1.245 -2.271 -1.027 -0.134 0.760 -0.94
C 4.094 1.826 -3.474 0.680 0.388 0.252 -0.46
C 2.785 2.165 -3.720 -1.440 0.314 -0.702 -0.79
C 1.808 1.959 -2.763 0.749 0.111 -0.018 0.07
N 2.169 1.403 -1.586 -0.813 0.242 0.418 -0.20
H 1.582 -1.549 2.046 0.320 0.405 -0.124 0.48
H 5.898 -1.197 1.918 -0.574 -0.248 0.254 0.52
H 5.393 0.829 -2.057 0.798 0.176 -0.085 0.57
H 4.852 2.097 -4.200 0.006 -0.402 -0.079 0.47
H 2.469 2.536 -4.694 0.228 0.172 0.282 0.44
H 0.764 2.273 -2.922 0.575 -0.380 0.199 0.45
C -7.235 5.427 3.635 0.086 -0.720 0.215 -1.08
C -6.014 4.734 3.181 1.825 0.999 1.021 0.77
O -5.655 4.204 2.190 -0.539 -0.200 0.241 -0.46
S -4.771 5.165 4.632 0.726 -0.778 -1.375 -0.22
C -3.389 4.347 3.841 0.124 -0.296 -0.276 -0.27
C -2.477 4.965 2.974 0.097 2.009 -0.479 -0.20
C -1.563 4.254 2.218 -0.911 -1.560 1.352 -0.68
C -1.553 2.839 2.404 1.042 0.151 -1.640 0.66
C -2.360 2.229 3.325 -0.073 -0.782 0.734 -0.70
C -3.279 2.967 4.005 -1.821 0.054 2.191 -0.42
C -0.873 1.877 1.602 -1.204 3.564 1.946 0.63
C -0.317 1.080 0.886 -0.041 -1.264 -0.172 -0.66
H -8.074 4.778 3.458 -0.668 0.119 -0.050 0.33
H -7.270 6.355 3.113 -0.404 0.673 -0.731 0.32
H -7.090 5.682 4.679 -0.505 -0.165 0.172 0.39
H -2.501 6.086 2.857 -0.013 -1.344 0.202 0.37
H -0.836 4.712 1.615 0.566 0.639 -0.887 0.54
H -2.124 1.189 3.496 -0.736 -0.216 0.233 0.48
H -3.982 2.556 4.784 0.998 -0.003 -1.061 0.40
C 2.904 -1.728 -3.434 -1.172 0.458 -2.112 -0.72
Si 1.614 -2.801 -2.615 0.889 -0.282 0.023 0.42
C 2.520 -3.956 -1.433 0.344 1.308 0.263 -0.92
C 0.398 -3.587 -3.747 -0.868 0.228 -0.945 -1.08
As 0.154 -1.507 -1.172 0.245 0.931 -0.022 0.40
Si -1.591 -2.962 -0.449 -1.276 0.165 0.517 0.37
C -2.336 -3.692 -1.961 0.314 1.654 -0.940 -1.15
C -0.781 -4.152 0.659 0.857 0.330 1.487 -0.93
C -2.951 -2.008 0.408 0.494 1.496 -1.958 -0.85
H 3.455 -2.255 -4.260 -0.602 0.147 0.774 0.46
H 3.600 -1.540 -2.669 1.111 0.680 0.893 0.12
H 2.515 -0.773 -3.921 0.461 -1.111 0.839 0.17
H 3.013 -4.722 -1.978 0.211 -0.977 -0.849 0.44
H 1.914 -4.428 -0.673 -0.036 -0.005 0.218 0.29
H 3.392 -3.431 -0.982 -0.781 -0.041 0.095 0.23
H 0.838 -3.834 -4.740 -0.151 0.205 0.673 0.42
H -0.506 -2.948 -3.932 0.872 -0.491 0.040 0.35
H 0.030 -4.511 -3.310 0.072 -0.155 -0.053 0.29
H -1.757 -4.433 -2.474 0.065 -0.337 -0.216 0.38
H -2.567 -2.828 -2.657 0.131 -1.055 0.541 0.32
H -3.270 -4.097 -1.642 -0.791 -0.426 0.172 0.44
H 0.048 -4.590 0.161 0.817 -0.579 -0.562 0.20
H -1.414 -4.985 0.951 -0.339 0.058 0.104 0.43
H -0.329 -3.694 1.581 -0.656 -0.318 -0.692 0.29
H -2.576 -1.074 0.863 -0.402 -0.487 0.078 0.09
H -3.399 -2.669 1.097 -0.538 -0.598 1.106 0.40
H -3.724 -1.748 -0.368 0.686 -0.080 0.782 0.32
```
Forces are in eV/Å.

Multiplicity: 1
Charge: +2
Gap between HOMO and LUMO (spin up / spin down), eV: 5.6442 / 5.6705
HOMO level (spin up / spin down), eV: -13.49 / -13.49



2.
Formula: C27H31AsN8O3Sr
Source: the OMol25 dataset
Level of theory: ωB97M-V/def2-TZVPD

XYZ file:
```
71
Properties=species:S:1:pos:R:3:forces:R:3:mulliken_charge:R:1
Sr 0.559 -0.424 -0.349 -6.854 2.722 -1.666 2.28
O -1.069 0.448 -1.552 2.783 0.604 1.594 -0.49
C -2.064 0.441 -2.248 -2.686 0.540 -1.934 0.40
C -2.606 1.662 -2.729 -0.402 0.282 -0.273 -0.84
C -3.751 1.697 -3.475 -0.270 0.180 -0.179 -0.44
C -4.420 0.511 -3.831 -0.206 0.078 -0.116 -0.87
C -3.874 -0.682 -3.423 -0.444 -0.215 -0.317 -0.54
C -2.721 -0.742 -2.639 -0.260 -1.189 -0.271 0.36
C -2.148 -2.055 -2.365 -0.318 0.609 -0.127 -0.71
N -1.241 -2.280 -1.507 0.956 -0.603 0.151 0.29
C -0.656 -3.624 -1.457 -0.612 0.346 0.263 -1.27
C 0.842 -3.505 -1.270 0.136 -0.142 1.005 -0.94
N 1.067 -2.691 -0.048 0.446 -2.332 0.389 0.53
C 1.233 -3.297 1.088 -0.563 0.246 -0.159 -1.00
C 0.994 -2.692 2.394 0.150 -0.017 -0.010 0.37
C 1.547 -3.304 3.561 -0.203 0.271 -0.648 -0.47
C 1.334 -2.791 4.809 -0.271 0.407 0.080 -0.81
C 0.507 -1.637 4.937 0.221 -0.305 0.027 -0.43
C -0.091 -1.047 3.856 0.086 -0.076 -0.225 -0.69
C 0.125 -1.534 2.521 0.402 -0.842 0.815 0.15
O -0.419 -0.976 1.520 -0.183 -0.756 1.924 -0.47
H -2.070 2.566 -2.471 0.011 0.094 0.043 0.41
H -4.148 2.659 -3.806 0.087 -0.215 0.053 0.40
H -5.330 0.537 -4.428 0.224 0.006 0.143 0.37
H -4.351 -1.622 -3.715 0.111 0.213 0.050 0.33
H -2.523 -2.872 -2.992 -0.128 -0.104 -0.060 0.26
H -0.864 -4.229 -2.347 -0.111 0.025 -0.075 0.54
H -1.056 -4.145 -0.579 -0.043 -0.043 -0.075 0.26
H 1.254 -3.006 -2.129 0.298 0.361 -0.327 0.32
H 1.279 -4.506 -1.200 0.105 -0.094 0.158 0.54
H 1.512 -4.361 1.089 -0.137 -0.046 0.054 0.29
H 2.172 -4.185 3.436 -0.054 0.017 -0.017 0.37
H 1.780 -3.252 5.683 -0.077 0.074 -0.072 0.39
H 0.342 -1.216 5.926 -0.002 -0.069 -0.096 0.39
H -0.728 -0.171 3.959 0.111 -0.190 -0.004 0.46
N -2.819 0.041 1.040 -1.608 1.975 -0.277 -0.23
C -2.690 1.363 0.753 -1.186 -1.911 0.483 0.28
N -3.778 2.057 0.435 -0.078 -0.061 -0.056 -0.72
C -3.535 3.328 0.169 -0.943 0.845 -0.309 0.45
N -4.612 4.104 -0.171 0.576 -0.394 0.317 -0.45
N -2.341 3.939 0.209 0.029 -0.064 -0.012 -0.70
C -1.378 3.096 0.554 0.997 1.351 -0.225 0.58
N -1.469 1.851 0.860 0.558 -0.859 0.362 -0.15
C 0.028 3.597 0.617 -0.103 -0.473 -0.377 0.28
C 0.300 4.883 1.025 -0.024 0.584 0.151 -0.86
C 1.616 5.277 1.145 0.132 0.283 0.119 -0.34
C 2.622 4.373 0.842 0.108 0.059 -0.002 -0.95
C 2.255 3.112 0.412 -0.901 -0.109 -0.191 0.20
N 0.971 2.708 0.287 1.268 0.240 0.354 0.21
H -3.644 -0.401 0.714 -0.641 -0.230 -0.202 0.31
H -1.989 -0.470 1.049 1.400 -1.029 0.325 0.28
H -5.484 3.645 -0.351 -0.024 -0.049 -0.064 0.24
H -4.440 5.021 -0.529 0.023 0.101 -0.073 0.24
H -0.524 5.550 1.257 0.112 -0.104 -0.071 0.47
H 1.859 6.281 1.480 -0.007 -0.107 -0.030 0.40
H 3.668 4.642 0.933 -0.093 -0.037 -0.020 0.41
H 3.022 2.393 0.141 -0.071 -0.041 -0.012 0.13
C 2.681 -0.405 0.920 1.335 1.092 0.169 -1.88
As 3.126 -1.052 -0.887 2.911 0.441 -0.590 0.93
C 4.015 -2.802 -0.892 0.178 0.665 -0.178 -1.22
C 4.681 0.073 -1.289 -0.105 -0.693 -0.014 -1.37
O 1.929 -0.646 -1.976 2.785 -0.992 -1.728 -0.85
H 2.659 -1.182 1.636 -0.292 -0.997 0.608 0.59
H 1.771 0.202 1.008 1.904 0.204 1.276 0.80
H 3.495 0.232 1.224 0.424 0.298 -0.071 0.73
H 5.050 -2.614 -0.599 -0.081 0.085 -0.035 0.43
H 4.012 -3.186 -1.908 -0.117 0.026 -0.101 0.42
H 3.587 -3.512 -0.219 -0.417 -0.302 0.317 0.36
H 5.423 -0.025 -0.499 0.001 -0.029 0.100 0.46
H 4.383 1.102 -1.380 -0.232 0.396 -0.054 0.37
H 5.134 -0.251 -2.227 -0.124 -0.001 0.014 0.44
```
Forces are in eV/Å.

Multiplicity: 1
Energy relative to the best compared isomer or geometry (same formula, charge and spin), kcal/mol: 98.0
Gap between HOMO and LUMO, eV: 6.4436
HOMO level, eV: -6.47



3.
Formula: C27H31BClN11O4PdS
Source: the OMol25 dataset
Level of theory: ωB97M-V/def2-TZVPD

XYZ file:
```
77
Properties=species:S:1:pos:R:3:forces:R:3:mulliken_charge:R:1
Pd -0.796 1.429 -0.791 -1.396 -1.890 -1.477 0.61
C 2.998 1.538 3.795 1.289 -0.432 0.651 -1.06
C 3.714 2.446 2.961 -0.779 -0.764 1.034 -0.24
N 2.932 2.952 2.066 -2.302 0.884 -0.981 -0.83
N 1.605 2.398 2.265 2.758 0.394 0.173 0.85
C 1.740 1.492 3.278 -1.729 -0.250 0.181 -0.14
B 0.415 3.339 1.884 -0.387 -0.845 -1.216 0.78
N -1.025 2.607 1.929 -1.660 -1.207 -0.538 1.18
C -1.796 2.412 3.025 -0.776 0.236 0.552 -0.33
C -3.015 1.802 2.652 0.353 -0.133 1.353 -1.05
C -2.926 1.588 1.301 2.631 1.290 -0.294 -0.34
N -1.746 2.066 0.817 -1.098 1.093 3.457 -0.50
N 0.574 3.837 0.418 1.577 -1.176 -1.702 0.01
C 1.314 4.864 -0.034 0.547 1.676 -0.656 -0.15
C 1.444 4.860 -1.435 -0.223 -1.548 1.493 -1.17
C 0.879 3.601 -1.778 -0.142 0.400 3.050 -0.55
N 0.425 2.953 -0.648 1.875 3.896 -1.175 -0.04
N 0.383 4.583 2.747 -1.654 1.643 2.176 0.59
C -0.300 5.779 2.524 0.873 -0.882 -0.891 -0.37
C -0.141 6.573 3.634 -0.085 1.139 -0.182 -0.87
C 0.551 5.791 4.562 0.054 -1.464 -0.396 -0.23
N 0.774 4.552 4.067 0.793 1.161 -0.246 -1.03
H 3.463 1.080 4.686 -0.731 -0.145 -0.790 0.34
H 4.765 2.706 3.088 -0.372 0.103 -0.424 0.40
H 0.878 0.824 3.508 0.793 0.875 0.157 0.39
H -1.513 2.780 4.034 0.013 -0.305 -1.008 0.38
H -3.862 1.430 3.244 0.713 0.543 0.052 0.35
H -3.614 1.113 0.656 -0.440 -0.282 -0.545 0.42
H 1.823 5.575 0.624 -0.683 -0.347 -0.038 0.41
H 2.029 5.547 -2.036 -0.310 -0.154 0.130 0.35
H 0.737 3.165 -2.729 -0.069 -0.521 -0.690 0.51
H -0.769 5.962 1.547 0.351 -0.029 0.669 0.47
H -0.349 7.650 3.763 -0.208 -0.941 -0.265 0.34
H 0.885 6.124 5.553 -0.188 -0.624 -0.456 0.41
Cl -2.060 1.422 -5.173 0.335 -0.034 0.701 -0.27
C -2.157 -0.001 -4.142 0.092 -1.445 0.713 0.10
C -1.841 -1.215 -4.739 0.600 0.310 -1.881 -0.26
C -2.270 -2.419 -4.220 0.497 -0.942 0.101 -0.86
C -2.878 -2.438 -2.990 -0.867 1.071 1.000 -0.37
C -3.128 -1.268 -2.294 0.687 0.284 -0.398 -0.60
C -2.630 -0.008 -2.782 -0.826 1.645 0.110 1.28
C -2.682 1.219 -1.995 0.001 -1.452 -0.792 -1.71
H -1.237 -1.230 -5.692 -1.056 0.193 0.857 0.28
H -2.231 -3.379 -4.719 0.639 0.191 -0.411 0.36
H -3.213 -3.348 -2.540 -0.325 -0.637 -0.018 0.50
H -3.743 -1.311 -1.389 0.508 0.231 -0.099 0.28
H -3.411 1.215 -1.194 -0.240 0.093 -0.243 0.24
H -2.617 2.134 -2.581 -0.159 0.007 0.145 0.27
C -1.406 -7.122 0.705 -0.462 -0.236 -0.075 -1.03
C 0.030 -7.155 0.099 -1.513 0.984 0.018 -0.60
S 0.962 -5.597 0.387 1.228 0.067 1.062 1.33
O 2.351 -6.075 0.469 -1.324 0.739 -0.405 -0.70
O 0.419 -4.880 1.531 0.038 -0.618 -0.582 -0.65
C 0.875 -4.420 -1.034 -1.839 -2.360 -1.479 -0.46
C 1.967 -3.449 -0.912 2.810 2.689 1.474 -1.47
N 1.739 -1.972 -1.192 -1.187 -1.843 -0.091 0.30
C 0.789 -1.213 -0.528 1.538 0.619 -1.448 0.02
N 0.611 -0.072 -1.182 0.040 -1.064 -1.270 0.72
C 1.280 -0.131 -2.366 0.693 -0.576 1.444 -0.87
C 2.038 -1.306 -2.378 -1.807 2.074 0.648 -0.10
N 2.886 -1.644 -3.410 0.326 -1.022 -2.427 0.99
O 2.888 -0.876 -4.405 0.490 -1.358 1.807 -0.61
O 3.485 -2.742 -3.369 -0.290 1.440 -0.035 -0.68
C 0.182 -1.483 0.771 -1.064 -1.127 1.167 -0.40
H -1.927 -8.118 0.579 0.679 1.072 0.040 0.33
H -2.015 -6.348 0.231 0.024 -0.219 -0.457 0.30
H -1.502 -6.813 1.759 0.756 -0.463 -0.257 0.32
H -0.022 -7.327 -0.990 0.183 0.033 0.450 0.35
H 0.649 -7.902 0.576 0.291 -0.031 0.006 0.40
H -0.154 -3.997 -1.197 0.912 -0.433 0.473 0.33
H 1.109 -5.121 -1.883 -0.469 0.778 0.462 0.48
H 2.831 -3.740 -1.512 -0.333 0.162 0.015 0.45
H 2.376 -3.392 0.119 -0.381 -0.430 -0.403 0.58
H 1.229 0.740 -3.001 0.270 -0.414 -0.343 0.39
H 0.514 -2.453 1.196 -0.059 0.680 -0.108 0.25
H -0.939 -1.532 0.747 0.902 0.077 -0.467 0.10
H 0.378 -0.654 1.461 0.270 -0.128 -0.163 -0.22
```
Forces are in eV/Å.

Multiplicity: 2
Energy relative to the best compared isomer or geometry (same formula, charge and spin), kcal/mol: 0.0
Expectation value of S²: 0.755
Charge: -1
Gap between HOMO and LUMO (spin up / spin down), eV: 4.1462 / 4.5672
HOMO level (spin up / spin down), eV: -2.78 / -3.21



4.
Formula: C27H31BN14O4V
Source: the OMol25 dataset
Level of theory: ωB97M-V/def2-TZVPD

XYZ file:
```
78
Properties=species:S:1:pos:R:3:forces:R:3:mulliken_charge:R:1
V 0.342 0.259 -0.525 -1.808 -0.096 -0.205 -0.03
C 1.185 1.844 2.663 0.085 -0.023 0.004 -0.85
C -0.057 2.155 1.911 -0.030 0.089 0.076 0.70
C -1.137 2.935 2.302 0.121 0.015 0.126 -1.75
C -2.038 2.900 1.253 -0.102 -0.123 -0.131 0.08
N -1.540 2.131 0.282 0.081 0.164 0.060 0.77
N -0.313 1.687 0.673 -0.013 -0.710 -0.483 0.55
B -2.027 1.998 -1.198 0.168 -0.215 -0.279 0.55
N -2.277 0.480 -1.538 -0.005 0.112 -0.158 0.85
C -3.375 -0.136 -1.992 -0.062 0.160 0.055 -0.07
C -3.016 -1.349 -2.540 -0.039 -0.106 -0.091 -1.73
C -1.639 -1.434 -2.401 0.100 0.155 0.071 1.10
C -0.731 -2.482 -2.943 -0.002 -0.070 -0.001 -1.49
N -1.189 -0.330 -1.772 -0.180 0.270 -0.044 0.05
N -0.807 2.393 -2.100 0.083 -0.274 0.267 0.47
C -0.700 3.156 -3.190 -0.021 -0.042 -0.079 0.05
C 0.586 3.050 -3.690 -0.018 -0.014 0.030 -1.82
C 1.248 2.166 -2.846 0.078 0.099 -0.033 1.03
C 2.657 1.698 -2.933 0.048 -0.002 -0.018 -1.32
N 0.392 1.769 -1.883 -0.045 -0.102 0.197 0.05
N -3.206 2.875 -1.409 -0.137 0.044 0.070 0.31
C -3.230 4.236 -1.510 -0.045 0.013 -0.010 -0.36
C -4.510 4.651 -1.279 0.134 0.068 0.003 -1.15
C -5.233 3.468 -0.999 -0.160 -0.104 0.032 0.73
C -6.681 3.337 -0.658 0.020 0.005 -0.015 -1.29
N -4.447 2.411 -1.060 0.128 0.034 -0.055 -1.12
H 1.375 2.632 3.388 -0.008 -0.010 0.019 0.51
H 1.083 0.899 3.197 0.018 0.015 -0.012 -0.01
H 2.045 1.769 1.999 -0.036 -0.010 -0.004 0.08
H -1.236 3.471 3.229 -0.014 -0.005 0.002 0.53
H -2.999 3.374 1.131 0.007 0.035 -0.009 0.51
H -4.328 0.359 -1.910 -0.009 -0.007 0.020 0.64
H -3.663 -2.058 -3.025 -0.007 -0.008 0.015 0.52
H -0.921 -2.605 -4.009 -0.004 0.006 0.004 0.49
H 0.309 -2.202 -2.807 0.022 0.010 -0.019 0.07
H -0.918 -3.449 -2.472 0.013 -0.009 0.003 0.31
H -1.545 3.713 -3.557 0.011 0.019 0.014 0.76
H 0.997 3.550 -4.549 -0.010 0.001 -0.013 0.50
H 3.118 2.107 -3.828 -0.004 0.001 -0.003 0.45
H 3.237 2.026 -2.070 -0.018 -0.021 0.000 0.23
H 2.721 0.611 -2.980 0.001 0.019 0.019 0.19
H -2.342 4.810 -1.723 0.003 0.004 -0.004 0.64
H -4.887 5.658 -1.312 0.005 0.007 0.001 0.47
H -7.255 4.151 -1.098 -0.005 -0.005 -0.005 0.39
H -7.078 2.392 -1.023 0.008 -0.007 0.006 0.34
H -6.830 3.370 0.422 0.005 0.016 0.004 0.26
O 4.108 -0.302 -0.882 0.294 -0.116 -0.120 -0.52
C 3.260 -0.400 -0.061 -0.844 0.336 -0.017 -0.32
O 2.015 0.203 -0.263 2.276 0.189 0.184 -0.03
C 3.350 -1.112 1.248 -0.084 0.085 -0.020 1.05
C 4.606 -1.618 1.632 0.005 -0.001 0.083 -1.21
C 4.686 -2.264 2.834 -0.003 0.002 -0.017 -0.94
C 3.529 -2.403 3.630 0.154 -0.052 0.037 1.13
C 3.538 -3.055 4.889 -0.057 0.020 -0.008 -0.85
C 2.390 -3.151 5.617 -0.001 0.004 -0.016 -0.62
C 1.177 -2.604 5.127 -0.002 -0.004 0.010 -0.82
C 1.136 -1.972 3.920 0.053 -0.029 0.027 -0.41
C 2.317 -1.858 3.143 -0.203 0.085 -0.080 -0.07
N 2.244 -1.215 1.947 0.197 -0.118 0.121 0.35
H 5.467 -1.469 0.996 -0.009 -0.001 -0.010 0.62
H 5.629 -2.663 3.187 0.002 -0.005 0.006 0.48
H 4.467 -3.466 5.263 0.012 0.000 -0.008 0.44
H 2.399 -3.644 6.579 -0.008 -0.001 0.007 0.42
H 0.279 -2.687 5.724 0.003 -0.004 0.010 0.45
H 0.218 -1.543 3.538 -0.001 0.003 0.003 0.51
N 2.589 -2.700 -1.949 -0.040 -0.010 -0.010 -0.47
N 2.030 -3.761 -1.237 -0.048 0.027 -0.002 -0.22
C 1.022 -3.590 -0.373 0.241 0.085 -0.118 0.39
N 0.548 -4.667 0.232 -0.073 0.037 0.106 -0.35
N 0.581 -2.310 -0.205 -0.394 0.014 0.056 0.24
N -0.364 -2.097 0.698 -0.027 0.017 0.022 0.61
O -0.923 -2.899 1.399 0.103 0.084 -0.100 -0.78
O -0.670 -0.859 0.790 0.044 -0.088 0.463 -0.41
H 2.506 -2.883 -2.943 0.025 -0.011 0.004 0.30
H 3.571 -2.607 -1.710 0.001 0.056 0.007 0.32
H 2.386 -4.697 -1.375 -0.011 -0.005 -0.007 0.15
H 0.951 -5.575 0.062 0.013 0.006 -0.019 0.20
H -0.182 -4.575 0.922 0.022 -0.004 -0.022 0.18
```
Forces are in eV/Å.

Multiplicity: 2
Energy relative to the best compared isomer or geometry (same formula, charge and spin), kcal/mol: 16.6
Expectation value of S²: 0.760
Charge: +2
Gap between HOMO and LUMO (spin up / spin down), eV: 5.6866 / 6.3133
HOMO level (spin up / spin down), eV: -13.76 / -13.76



Number 1: largest force on an atom 0.082 Eh/bohr. Number 2: largest force on an atom 0.147 Eh/bohr. Number 3: largest force on an atom 0.087 Eh/bohr. Number 4: largest force on an atom 0.045 Eh/bohr.